A structure of composition C10H19BI3O2 in a non-equilibrium geometry. Source: OMol25; level of theory: ωB97M-V with the def2-TZVPD basis set.

Structure (XYZ):
```
35
Properties=species:S:1:pos:R:3:forces:R:3
C -0.2147 -3.2396 -1.7746 0.02 0.22 0.10
C 0.4369 -2.5717 -0.5582 -0.52 0.27 -0.41
I 0.4990 -4.0242 1.0728 0.19 -0.15 0.17
C -0.3130 -1.3163 -0.1473 -0.02 -0.09 -0.18
B 0.2295 -0.0315 -1.0717 0.27 0.13 0.11
C 1.1228 1.0472 -0.2072 0.13 -0.45 -0.15
C 2.0630 0.3962 0.8269 -0.06 0.51 0.17
C 1.4714 0.4906 2.2376 -0.28 0.22 -0.67
C 1.8365 1.7801 2.9320 1.48 0.95 0.09
O 2.8699 2.4139 2.7810 -1.72 -1.14 0.41
O 0.9120 2.2188 3.8480 0.60 0.38 -0.24
C -1.0134 0.6299 -1.9497 -0.46 -0.43 0.44
I -0.4669 2.4778 -2.9299 0.47 -0.07 -0.05
C -2.3078 0.8148 -1.1702 0.33 0.93 -0.16
C -2.2036 1.6998 0.0584 -0.05 -0.36 -0.22
I -3.8678 1.6859 -2.4587 -0.48 -0.34 0.15
H 0.5186 -3.5871 -2.4943 0.11 -0.28 -0.01
H -0.8645 -4.0498 -1.4668 -0.05 -0.23 -0.07
H -0.8456 -2.5177 -2.2863 0.03 0.24 -0.09
H 1.4715 -2.3528 -0.7739 0.28 -0.09 0.26
H -0.2154 -1.1457 0.9222 0.09 0.09 0.11
H -1.3680 -1.5390 -0.3145 -0.20 -0.03 0.13
H 1.0029 -0.5119 -1.9030 -0.04 0.02 -0.10
H 1.7398 1.5893 -0.9206 0.02 0.17 -0.12
H 0.5382 1.8166 0.3046 -0.09 0.13 0.07
H 2.2933 -0.6382 0.5908 -0.05 -0.20 -0.09
H 3.0018 0.9434 0.8454 0.27 -0.11 0.06
H 1.7081 -0.3651 2.8652 0.24 0.03 0.28
H 0.3866 0.4876 2.1262 -0.19 -0.14 0.14
H 0.0452 1.9008 3.5960 -0.27 -0.38 0.02
H -1.2386 -0.0478 -2.7680 0.04 0.10 -0.30
H -2.7285 -0.1380 -0.8811 -0.07 -0.24 -0.21
H -3.1867 1.8627 0.4838 -0.11 0.12 0.17
H -1.5771 1.1770 0.7782 0.09 -0.01 0.16
H -1.7353 2.6440 -0.1932 0.01 0.22 0.03
```
Forces are in eV/Å.

Results
- orbital gap (eV) = 7.92
- E_HOMO (eV) = -5.46
- E_tot (eV) = -39754.127
- LUMO energy (Eh) = 0.0905
- net charge = -1

Atom charges from the natural (NBO) analysis, given in e for atoms 1 to 2: atom 1 (C): -0.65, atom 2 (C): -0.20

A structure of composition C10H19Br4NOZr in a non-equilibrium geometry. Source: OMol25; level of theory: ωB97M-V with the def2-TZVPD basis set.

Structure (XYZ):
```
36
Properties=species:S:1:pos:R:3:forces:R:3
Zr -3.4844 -0.6079 2.1366 2.99 2.00 -3.52
C 0.1458 1.7238 2.3761 -0.57 0.30 0.38
C 0.3849 1.0454 1.0226 0.68 0.93 0.59
C 1.9026 1.0948 0.8454 1.55 0.39 -0.74
C 2.4756 0.1015 -0.1630 -0.53 0.11 0.54
C 2.0909 -1.3048 0.3024 0.83 1.43 -1.08
C 0.5712 -1.5084 0.3043 1.25 -0.86 0.98
N -0.0529 -0.3778 1.0830 -4.35 -0.67 0.45
O -1.3106 -0.6563 1.5773 1.49 0.96 -0.57
C 0.3769 -2.7838 1.1413 -1.47 -0.34 0.41
C 0.0289 -1.5527 -1.1379 -0.60 0.65 -0.01
C -0.2377 1.7875 -0.1893 -1.66 -1.00 -0.61
H -0.8928 1.8353 2.6920 -0.18 0.09 -0.34
H 0.5804 2.7223 2.3273 -0.18 0.06 -0.20
H 0.6545 1.2605 3.2219 0.14 -0.45 -0.30
H 2.4552 1.0920 1.7859 -0.26 -0.57 0.20
H 2.1359 2.0920 0.4674 -0.32 0.15 0.00
H 3.5578 0.1777 -0.2617 -0.02 0.15 0.24
H 2.0757 0.3614 -1.1438 0.01 -0.32 -0.12
H 2.5565 -1.4550 1.2765 -0.27 -0.27 0.10
H 2.5670 -1.9681 -0.4202 -0.41 -0.56 0.23
H -0.6154 -3.2284 1.0388 0.04 -0.20 -0.62
H 0.3730 -2.5944 2.2161 0.60 0.43 -0.01
H 1.1327 -3.5462 0.9638 -0.04 0.17 -0.36
H 0.3585 -2.4494 -1.6615 -0.32 -0.32 0.42
H 0.3320 -0.7530 -1.8118 0.51 0.28 0.46
H -1.0527 -1.4078 -1.1191 -0.18 -0.71 -0.06
H 0.0928 1.3947 -1.1515 0.36 -0.14 0.16
H -0.1717 2.8703 -0.2869 0.59 0.00 0.85
H -1.3112 1.5833 -0.2004 -0.13 0.07 0.10
Br -4.1439 1.0538 0.1674 0.45 -1.75 2.33
C -2.6957 0.7294 -3.3683 -0.38 0.69 -0.34
Br -2.7799 2.7352 -3.1816 -0.04 -1.47 0.06
Br -1.0451 0.2574 -4.2904 -0.69 0.03 0.36
Br -4.3185 0.0023 -4.1747 0.65 0.37 0.02
H -2.7361 0.2732 -2.3840 0.52 0.36 -0.02
```
Forces are in eV/Å.

Results
- orbital gap (eV) = 4.23
- E_HOMO (eV) = -14.90
- E_tot (eV) = -295643.711
- LUMO energy (Eh) = -0.3922
- net charge = +2

Atom charges from the natural (NBO) analysis, given in e for atoms 1 to 2: atom 1 (Zr): 1.93, atom 2 (C): -0.62

A cluster of 2 separate species, C10H19ClFNO6P in total. Source: OMol25; level of theory: ωB97M-V with the def2-TZVPD basis set.

Structure (XYZ):
```
39
Properties=species:S:1:pos:R:3:forces:R:3
C -2.6135 -2.1568 1.3439 -0.08 0.04 -0.10
C -1.4308 -2.6290 0.5168 0.02 0.04 0.07
O -1.6193 -3.9941 0.1358 0.11 0.05 -0.13
C -1.2882 -1.7998 -0.7655 -0.12 -0.13 -0.03
N 0.0540 -1.7156 -1.3514 -0.13 -0.09 0.30
C 1.0912 -1.1185 -0.5097 0.17 0.00 -0.18
C 0.5335 0.0442 0.2784 -0.53 -0.20 -0.17
O 1.6483 0.9512 0.6408 0.02 0.01 0.26
P 1.9045 1.4059 2.0965 -0.01 0.00 -0.34
C 3.0266 0.3716 3.0406 0.03 0.04 0.36
C 2.2833 -0.8424 3.5815 0.22 0.05 -0.04
O 1.3950 -1.3564 2.9837 -0.19 0.01 -0.07
Cl 2.8412 -1.3886 5.1232 0.03 -0.05 -0.01
H -2.4294 -1.1577 1.7489 0.01 -0.03 0.02
H -2.8126 -2.8445 2.1646 0.01 0.03 0.00
H -3.5060 -2.0916 0.7172 0.00 -0.08 0.05
H -0.5173 -2.5512 1.1232 -0.02 0.02 -0.04
H -0.9373 -4.5485 0.5186 -0.01 -0.03 0.11
H -1.9150 -2.2929 -1.5113 -0.05 0.08 0.03
H -1.7155 -0.8013 -0.6365 0.14 0.01 0.05
H 0.3313 -2.6679 -1.5629 0.10 0.10 -0.26
H 1.8722 -0.7123 -1.1608 0.00 -0.08 0.01
H 1.5787 -1.8397 0.1616 -0.08 0.11 0.12
H -0.1684 0.6324 -0.3103 0.23 0.17 -0.03
H 0.0262 -0.2753 1.1896 0.08 0.04 0.02
H 0.7100 1.5299 2.8087 -0.01 -0.02 0.04
H 2.4838 2.6684 2.0163 0.02 0.02 -0.01
H 3.8501 0.0504 2.3940 -0.06 -0.03 -0.01
H 3.4599 0.9680 3.8486 -0.01 0.02 -0.06
C 0.1672 3.1881 -3.1061 -0.08 0.00 -0.09
C -1.1055 3.3517 -3.9206 0.03 -0.04 0.02
O -2.0320 2.5538 -3.1945 -0.11 0.21 0.10
C -1.6202 2.4736 -1.9124 0.05 -0.11 -0.08
O -2.2488 2.0417 -1.0026 0.04 -0.11 0.00
O -0.3578 2.9519 -1.7949 0.25 -0.01 0.11
F -0.9820 2.8603 -5.1682 0.02 -0.09 0.01
H 0.7162 2.3086 -3.4462 -0.01 0.01 -0.05
H 0.8132 4.0602 -3.1015 -0.07 0.05 0.08
H -1.4868 4.3722 -3.9775 0.00 -0.01 -0.08
```
Forces are in eV/Å.

Results
- orbital gap (eV) = 8.15
- E_HOMO (eV) = -11.61
- E_tot (eV) = -48974.753
- LUMO energy (Eh) = -0.1273
- net charge = +1

Atom charges from the natural (NBO) analysis, given in e for atoms 1 to 2: atom 1 (C): -0.63, atom 2 (C): 0.07

A structure of composition C10H19LaNO5S in a non-equilibrium geometry. Source: OMol25; level of theory: ωB97M-V with the def2-TZVPD basis set.

Structure (XYZ):
```
37
Properties=species:S:1:pos:R:3:forces:R:3
C -2.7150 2.1466 -1.1060 0.97 -0.29 -0.20
C -2.2548 0.7949 -1.7102 -0.56 0.68 1.05
C -2.8723 -0.3988 -0.9706 0.92 -0.71 -0.95
C -1.8410 -1.1487 -0.1268 -0.93 0.20 -0.61
C -1.6392 -0.3563 1.1181 2.33 -0.98 0.32
C -0.5284 -0.8765 2.0542 -0.92 -0.25 0.05
C 0.8854 -0.6319 1.4539 -0.15 0.34 0.12
C 1.0233 0.6849 0.7310 0.10 0.57 0.46
C 2.4463 1.0169 0.2736 -0.02 -0.57 -0.15
C 3.3135 -0.1671 -0.2289 -0.74 0.91 0.02
O 3.5437 -0.0065 -1.5774 -1.17 0.00 -0.25
N 4.9838 0.1136 -1.8406 1.29 0.10 -0.31
O 5.1678 0.4044 -2.9269 -0.15 -0.16 0.22
S 2.6090 -1.8570 -0.0047 1.78 -0.84 -0.98
O 2.4775 -2.4504 -1.2622 -1.39 -0.08 -1.78
O 3.4294 -2.5629 0.8848 0.33 0.03 2.34
O 1.0761 -1.7335 0.6038 0.13 0.57 -0.21
H -2.9783 2.8706 -1.8613 -0.45 0.22 -0.09
H -1.8968 2.6079 -0.5560 0.10 0.15 0.19
H -3.5547 2.0012 -0.4139 -0.50 0.13 0.04
H -2.4550 0.7331 -2.7685 -0.27 0.02 -0.24
H -1.1794 0.7493 -1.5931 0.28 -0.15 -0.17
H -3.7347 -0.0506 -0.3347 -0.39 0.03 0.16
H -3.2846 -1.0894 -1.6961 -0.53 -0.17 0.05
H -2.1632 -2.1623 0.1062 0.05 -0.24 0.21
H -0.9150 -1.2700 -0.6795 0.36 0.01 0.05
H -1.5783 0.7564 0.9041 -0.53 -0.14 0.36
H -2.6313 -0.5033 1.6859 9.28 -5.72 -5.56
H -0.6038 -0.5460 3.0949 0.16 0.42 0.09
H -0.6511 -1.9556 2.0630 0.04 -0.29 0.18
H 1.5806 -0.6371 2.2930 0.12 -0.25 0.21
H 0.3563 0.7707 -0.1253 -0.15 -0.32 -0.22
H 0.7177 1.4586 1.4375 -0.04 0.27 0.09
H 2.3513 1.6736 -0.5780 0.13 0.27 -0.21
H 3.0053 1.5583 1.0240 -0.03 0.04 0.38
H 4.2593 -0.1753 0.3026 0.19 -0.39 0.26
La -3.7495 0.2383 2.3300 -9.62 6.59 5.09
```
Forces are in eV/Å.

Results
- orbital gap (eV) = 2.03
- E_HOMO (eV) = -17.21
- E_tot (eV) = -34057.648
- energy relative to the best compared isomer or geometry (same formula, charge and spin) (kcal per mole) = 50.5
- LUMO energy (Eh) = -0.5581
- net charge = +3

Atom charges from the Löwdin analysis, given in e for atoms 1 to 2: atom 1 (C): -0.05, atom 2 (C): -0.17

A structure of composition C10H19N2 in a non-equilibrium geometry. Source: OMol25; level of theory: ωB97M-V with the def2-TZVPD basis set.

Structure (XYZ):
```
31
Properties=species:S:1:pos:R:3:forces:R:3
C 1.9902 1.6347 0.0352 1.67 1.27 0.72
C -2.8947 -0.3060 0.8187 4.64 -3.11 -0.16
C 1.3953 -0.2050 1.1403 -0.91 -0.35 -0.80
C 0.3869 0.1292 0.0224 -3.35 -3.79 -0.46
C -1.5177 0.3228 0.0445 1.56 1.18 0.08
C -1.3819 1.6739 0.6979 -3.37 -0.66 0.65
C -1.9116 0.4070 -1.4906 2.36 -1.67 2.22
C 2.3704 -1.1765 -1.1593 0.40 0.37 1.35
C 0.5132 -2.3657 0.2630 3.54 -2.28 0.13
C 1.2665 -1.1373 -0.0979 -0.07 2.29 0.52
N 2.2945 0.8982 1.1158 -0.72 0.55 -1.08
N 0.9587 1.2203 -0.6811 2.41 -0.37 2.94
H 2.6349 2.5121 -0.1331 -0.74 -0.36 -0.44
H -2.8396 -1.4801 0.7398 -0.18 2.21 0.81
H -3.6404 -0.0750 0.1227 -1.35 0.85 -0.36
H 1.1301 -0.5983 2.1043 -0.14 0.02 0.23
H -2.4374 1.9569 0.5105 0.62 1.42 0.29
H -0.6717 2.2522 0.1900 0.38 1.46 -0.12
H -1.2890 1.6591 1.8074 0.39 -0.10 -0.81
H -1.5364 -0.5816 -1.8106 -0.69 0.58 -0.83
H -1.5845 1.2283 -2.0908 1.04 0.53 -0.23
H -2.9393 0.5189 -1.5043 -2.13 -0.31 -0.39
H 3.2734 -0.6297 -0.8017 -0.68 0.07 -0.47
H 2.0463 -0.8302 -2.1332 -0.02 0.14 -0.10
H 2.7590 -2.1705 -1.2483 -0.09 -0.78 -0.17
H 1.3152 -3.0805 0.7988 -1.93 1.26 -1.03
H 0.2973 -2.8482 -0.7011 -0.79 -0.13 0.63
H -0.2675 -2.1554 0.9578 -0.89 -0.18 0.07
H -2.9282 0.1271 1.8446 -0.34 -0.70 -0.94
H 2.6956 1.3066 1.9655 0.16 -0.28 -0.76
H 0.5125 1.7924 -1.3274 -0.79 0.89 -1.48
```
Forces are in eV/Å.

Results
- orbital gap (eV) = 9.20
- E_HOMO (eV) = -12.61
- E_tot (eV) = -13647.914
- energy relative to the best compared isomer or geometry (same formula, charge and spin) (kcal per mole) = 115.5
- LUMO energy (Eh) = -0.1253
- net charge = +1

Atom charges from the natural (NBO) analysis, given in e for atoms 1 to 2: atom 1 (C): 0.36, atom 2 (C): -0.60

The ion C10H19N2 with charge +1 in a non-equilibrium geometry. Source: OMol25; level of theory: ωB97M-V with the def2-TZVPD basis set.

Structure (XYZ):
```
31
Properties=species:S:1:pos:R:3:forces:R:3
C 2.1148 1.1835 0.1601 -0.39 -0.42 -2.57
C 0.5855 1.2173 -0.0631 -0.88 -0.54 -1.06
C -0.1462 0.2844 0.8707 -0.13 0.11 1.42
N -0.3502 0.4760 2.1646 -1.76 -0.65 1.95
C -1.1175 -0.5804 2.9538 -0.89 -0.76 -2.86
C -0.8066 -1.9962 2.3829 1.91 2.98 1.66
C -1.0721 -2.0200 0.9554 -1.24 -3.56 -1.03
N -0.5000 -0.8667 0.3201 0.50 0.16 -0.82
C -0.1677 -0.9078 -1.0854 -1.75 0.27 -1.52
C 0.0852 0.5818 -1.4201 1.12 -0.58 -0.86
C 1.1737 0.7487 -2.4985 -2.67 -1.49 0.63
C -1.2107 1.1186 -1.9855 0.85 -0.49 -0.35
H 2.7604 0.3148 0.1556 -0.84 -1.04 0.22
H 2.3225 1.7108 0.9973 0.73 1.65 2.81
H 2.5656 1.7194 -0.6669 -0.09 0.62 0.07
H 0.2824 2.3054 -0.0517 0.03 -1.25 0.50
H -0.3833 1.3784 2.6572 0.59 -0.41 -1.11
H -2.2354 -0.5006 2.8851 0.94 0.73 -0.27
H -0.8993 -0.5587 3.9679 0.85 0.46 1.75
H -1.4165 -2.6091 2.9119 -2.03 -2.11 1.33
H 0.1801 -2.2663 2.7279 0.68 -0.06 -0.51
H -0.6868 -3.0240 0.5156 0.06 1.97 0.33
H -2.1953 -2.2722 0.8595 1.31 1.58 -0.56
H -1.1185 -1.2957 -1.6143 1.57 0.57 0.53
H 0.6612 -1.5280 -1.4117 0.23 -0.40 0.72
H 0.9321 1.5686 -3.0748 -0.07 2.04 -1.19
H 1.0872 -0.0852 -3.1357 -0.05 -1.09 -1.09
H 2.1327 0.7542 -2.1514 2.39 0.13 0.80
H -1.1583 2.1306 -2.0573 0.84 3.38 -0.74
H -2.0141 1.1315 -1.3384 -2.04 -1.20 1.63
H -1.5042 0.7940 -2.9824 0.23 -0.59 0.19
```
Forces are in eV/Å.

Results
- orbital gap (eV) = 11.04
- E_HOMO (eV) = -13.79
- structure (SMILES) = C[C@@H]1C2=[NH+]CCCN2CC1(C)C
- E_tot (eV) = -13651.411
- energy relative to the best compared isomer or geometry (same formula, charge and spin) (kcal per mole) = 34.9
- LUMO energy (Eh) = -0.1012
- net charge = +1

Atom charges from the natural (NBO) analysis, given in e for atoms 1 to 2: atom 1 (C): -0.62, atom 2 (C): -0.26

Which formula does entry 2 have?
C10H19Br4NOZr

Among the records above, which one has the lowest E_HOMO?
C10H19LaNO5S

Among the records above, which one has the highest orbital gap?
number 6